# 1
C6H28O10 | wB97M-V/def2-TZVPD

Geometry as XYZ:
```
44
Properties=species:S:1:pos:R:3:nbo_charge:R:1
C -1.61591 2.58770 -2.09269 -0.641
C -1.20751 1.24909 -1.53112 0.044
C -2.01334 0.11030 -2.07146 -0.660
C -0.17268 1.09800 -0.70926 -0.256
C 0.33719 -0.14268 -0.11569 -0.349
C 1.35894 -0.08860 0.73778 0.147
O 2.01593 -1.13802 1.33727 -0.752
H -1.28321 3.42670 -1.47155 0.224
H -1.07513 2.75390 -3.03106 0.214
H -2.69019 2.69290 -2.19019 0.217
H -3.06083 0.26627 -2.32180 0.220
H -1.95156 -0.79430 -1.47837 0.221
H -1.57455 -0.19679 -3.03579 0.216
H 0.39753 1.97089 -0.40699 0.203
H 0.01193 -1.13822 -0.40253 0.210
H 1.82012 0.80077 1.15170 0.178
H 1.41599 -1.88893 1.54034 0.515
O 0.10501 -3.00913 1.72278 -0.999
H 0.13305 -3.70576 1.02418 0.511
H -0.30468 -3.44652 2.47624 0.492
O -2.34988 -0.95719 2.22907 -0.963
H -1.51989 -0.46549 2.11749 0.487
H -2.92011 -0.27487 2.60444 0.479
O -1.98901 3.60985 1.11330 -0.970
H -2.30635 3.73095 2.00972 0.472
H -1.19156 3.05550 1.11513 0.493
O 0.74697 3.15020 2.09332 -0.976
H 0.48090 4.01288 1.75890 0.477
H 1.52459 2.85957 1.59528 0.499
O 3.30884 -2.44625 -1.13327 -0.951
H 3.10522 -2.64944 -0.20462 0.482
H 4.04970 -1.82969 -1.10265 0.469
O 3.43038 2.30686 1.00278 -0.964
H 3.47534 2.07580 0.06708 0.502
H 3.73190 1.54270 1.51893 0.481
O -0.68472 -4.84781 -0.15291 -0.979
H -1.49935 -4.35378 0.09270 0.505
H -0.45750 -4.49340 -1.02147 0.477
O 2.89595 1.18653 -1.87220 -0.967
H 2.66216 0.37317 -1.40375 0.484
H 2.60243 1.00862 -2.77517 0.483
O -2.47737 -2.92564 0.12263 -0.973
H -1.91196 -2.29151 0.59794 0.510
H -3.35280 -2.78514 0.49555 0.490
```

## Properties
**Total energy**: -997.7879 hartree
**SMILES**: CC(C)=C/C=C/O.O.O.O.O.O.O.O.O.O
**Relative energy (zero: lowest compared OMol25 entry of this formula, charge and spin)**: 2.771 eV
**LUMO level**: 0.23 eV
**Spin multiplicity**: 1
**HOMO-LUMO gap**: 8.22 eV

---

# 2
C16H15BeN | wB97M-V/def2-TZVPD

Geometry as XYZ:
```
33
Properties=species:S:1:pos:R:3:nbo_charge:R:1
Be 0.63461 -0.03341 -0.97379 1.558
C 2.70066 2.93818 -3.02351 -0.847
H 1.79520 3.33676 -3.45770 0.211
H 2.99537 3.54808 -2.18343 0.218
H 3.48891 2.97531 -3.76694 0.215
H 2.52744 1.91537 -2.68404 0.203
H 1.82674 -0.70284 -0.78254 -0.324
C 3.48225 1.47728 1.62471 -0.195
C 2.84686 1.04200 2.79809 -0.264
C 1.58825 0.40306 2.72793 -0.162
C 0.96570 0.21515 1.46441 -0.156
C 1.69802 0.50285 0.25099 -0.688
C 2.85990 1.27828 0.36517 -0.241
C -0.28707 -0.46272 1.22276 0.230
C -1.14774 -0.97447 2.21084 -0.221
C -2.34716 -1.54050 1.86178 -0.148
C -2.71769 -1.60470 0.50306 -0.098
C -3.97187 -2.15098 0.06577 -0.169
C -4.30491 -2.17509 -1.27480 -0.231
C -3.40572 -1.66270 -2.23978 -0.184
C -2.17103 -1.12804 -1.85580 -0.224
C -1.78854 -1.08357 -0.49536 0.191
N -0.57939 -0.51970 -0.11722 -0.811
H 4.46453 1.96772 1.67545 0.211
H 3.33254 1.19542 3.77054 0.212
H 1.10023 0.05197 3.65195 0.202
H 3.37341 1.58019 -0.55619 0.204
H -0.85358 -0.90633 3.25810 0.228
H -3.03211 -1.93972 2.60473 0.219
H -4.64963 -2.54072 0.83811 0.216
H -5.26653 -2.58987 -1.58388 0.221
H -3.68524 -1.68473 -3.29445 0.221
H -1.47241 -0.72754 -2.60497 0.204
```

## Properties
**Total energy**: -688.1312 hartree
**LUMO level (spin up / spin down)**: -0.66 / -0.66 eV
**Spin multiplicity**: 1
**HOMO-LUMO gap (spin up / spin down)**: 5.72 / 5.73 eV

---

# 3
C4H4BrNO2S | wB97M-V/def2-TZVPD

Geometry as XYZ:
```
13
Properties=species:S:1:pos:R:3:nbo_charge:R:1
C 1.40847 -0.10038 -0.60754 -0.210
C 1.02142 0.64664 -1.65495 -0.433
C 0.60402 -0.35186 0.63621 -0.570
C -0.84939 -0.55262 0.46406 0.119
N -1.76630 0.22505 1.17851 0.408
O -1.30434 1.12433 1.87293 -0.388
O -2.94872 -0.05013 1.08299 -0.374
S -0.49604 1.37612 -1.92076 0.229
Br -1.58029 -1.97566 -0.46079 0.214
H 2.41741 -0.48456 -0.60221 0.219
H 1.74889 0.85425 -2.43383 0.249
H 1.03564 -1.22378 1.13596 0.251
H 0.70924 0.51260 1.30942 0.287
```

## Properties
**Total energy**: -3332.0440 hartree
**Relative energy (zero: lowest compared OMol25 entry of this formula, charge and spin)**: 3.668 eV
**LUMO level (spin up / spin down)**: -2.21 / -2.62 eV
**Spin multiplicity**: 1
**HOMO-LUMO gap (spin up / spin down)**: 6.79 / 6.08 eV

---

# 4
C4H7IN5O | wB97M-V/def2-TZVPD

Geometry as XYZ:
```
18
Properties=species:S:1:pos:R:3:nbo_charge:R:1
N 1.70204 2.40286 0.66692 -0.819
C 1.15546 1.20143 0.41372 0.572
N -0.20294 1.05550 0.32174 -0.434
C -0.32894 -0.27698 0.06977 0.433
C -1.74830 -0.83781 -0.07689 -0.574
C -2.64272 0.35501 -0.59149 0.488
O -3.17681 1.08867 0.12578 -0.448
I -2.77102 0.56325 -2.73870 0.075
N 0.85540 -0.88004 0.00192 -0.013
N 1.12977 -2.22038 -0.25661 -0.601
N 1.81792 0.04351 0.21245 -0.343
H 1.44384 3.24933 0.17805 0.446
H 2.38383 2.46753 1.41555 0.422
H -2.10476 -1.06849 0.95322 0.284
H -1.82955 -1.73224 -0.71911 0.261
H 0.39706 -2.60378 -0.85403 0.399
H 1.09659 -2.69143 0.65325 0.384
H 2.82312 -0.11593 0.22446 0.468
```

## Properties
**Total energy**: -803.0477 hartree
**Net charge**: +1
**SMILES**: NC1=[N+]=C(CC(=O)I)N(N)N1
**LUMO level**: -3.58 eV
**Spin multiplicity**: 1
**HOMO-LUMO gap**: 9.27 eV

---

# 5
C8H12N3O3 | wB97M-V/def2-TZVPD

Geometry as XYZ:
```
26
Properties=species:S:1:pos:R:3:nbo_charge:R:1
O 1.92493 1.45277 -0.63203 -0.711
C 0.78448 1.03758 0.12158 0.036
C 1.05828 0.16813 1.32097 -0.247
N 1.52662 -1.10835 0.56946 -0.565
C 0.33561 -1.39028 -0.34418 0.479
O 0.52132 -2.28467 -1.33832 -0.676
C -1.04358 -1.88448 0.79985 0.066
N -0.96823 -2.83104 1.70941 -0.120
O -2.12816 -2.67334 2.36797 -0.088
N -2.85669 -1.66594 1.89827 -0.028
C -2.20715 -1.10511 0.88841 0.063
C -2.43531 0.16066 0.17755 -0.436
C -1.51136 0.25256 -1.03084 -0.364
C 0.03044 0.05302 -0.79371 -0.301
H 1.55552 1.95744 -1.39255 0.493
H 0.24117 2.02141 0.20703 0.234
H 1.96957 0.43210 2.04732 0.270
H 0.24858 -0.17804 2.02722 0.275
H 2.22712 -0.92477 -0.13839 0.449
H 1.84997 -1.79107 1.26206 0.455
H 0.29572 -3.19776 -1.03197 0.521
H -3.45600 0.09362 -0.01086 0.260
H -2.16660 0.97163 0.75431 0.225
H -1.90470 -0.51349 -1.59655 0.225
H -1.62169 1.14555 -1.45490 0.221
H 0.43041 -0.09521 -1.78568 0.263
```

## Properties
**Total energy**: -701.6102 hartree
**Net charge**: +1
**SMILES**: O[C@@H]1C[NH2+][C@@]2(O)c3nonc3CC[C@@H]12
**Relative energy (zero: lowest compared OMol25 entry of this formula, charge and spin)**: 4.582 eV
**LUMO level**: -3.13 eV
**Spin multiplicity**: 1
**HOMO-LUMO gap**: 11.38 eV

---

# 6
C32H47N2OP2Pt | wB97M-V/def2-TZVPD

Geometry as XYZ:
```
85
Properties=species:S:1:pos:R:3:mulliken_charge:R:1
Pt -0.65333 0.21624 -0.06548 2.950
C -1.53376 2.44650 2.87903 -1.020
C -1.23418 1.07348 3.49427 0.902
C -0.65881 1.28387 4.89681 -1.874
P -0.29606 0.08108 2.24612 -0.355
C -0.48700 -1.69085 2.74971 0.770
C 0.23386 -2.58843 1.73722 -1.607
C -0.01339 -2.00052 4.16909 -1.408
C 1.46625 0.41520 2.31738 0.427
C 2.20637 0.75100 3.45300 -0.896
C 3.55744 1.04691 3.38674 0.168
C 4.33943 1.40253 4.62497 -1.684
C 4.15463 1.04004 2.12711 -0.863
C 3.44711 0.67809 0.99704 -0.343
C 2.09914 0.30807 1.07551 -0.012
N 1.38354 -0.13322 -0.03468 0.151
C 1.95433 -0.86633 -1.06804 0.399
C 3.13414 -1.61223 -0.92357 -0.629
C 3.62522 -2.37708 -1.96481 -1.078
C 2.96777 -2.45832 -3.19288 0.235
C 3.47270 -3.34808 -4.29961 -1.690
C 1.78141 -1.75691 -3.32041 -0.548
C 1.27768 -0.96964 -2.28543 -0.472
P -0.29702 -0.11344 -2.34255 -0.677
C -0.04734 1.36013 -3.41849 0.748
C 1.01975 2.25028 -2.77251 -1.528
C 0.32568 1.01213 -4.85643 -1.485
C -1.39754 -1.25312 -3.26967 0.743
C -2.74410 -0.57306 -3.53048 -1.497
C -1.57163 -2.51956 -2.42425 -1.207
H -2.12856 3.04720 3.56967 0.530
H -2.08328 2.35468 1.94714 -0.036
H -0.60142 2.98158 2.68148 0.288
H -2.17445 0.51613 3.57881 0.372
H 0.09272 2.07254 4.88475 0.429
H -0.22683 0.38790 5.33384 0.374
H -1.46380 1.61421 5.55573 0.468
H -1.56201 -1.88490 2.67703 0.471
H 1.31378 -2.42999 1.77949 0.273
H -0.09670 -2.39291 0.71660 0.053
H 0.03704 -3.63603 1.97204 0.648
H 0.99021 -1.60836 4.34660 0.245
H 0.02701 -3.08239 4.30667 0.468
H -0.69117 -1.60110 4.92201 0.345
H 1.73167 0.76557 4.42260 0.329
H 3.88382 0.96947 5.51516 0.380
H 4.37263 2.48537 4.76581 0.328
H 5.36760 1.04989 4.55263 0.399
H 5.19939 1.31394 2.03496 0.429
H 3.92897 0.69340 0.02829 0.670
H 3.63557 -1.63237 0.03425 0.536
H 4.53574 -2.94620 -1.81503 0.415
H 4.54174 -3.53061 -4.20198 0.399
H 3.28277 -2.91317 -5.28109 0.377
H 2.96642 -4.31572 -4.27020 0.320
H 1.23084 -1.84634 -4.25095 0.436
H -1.00604 1.89166 -3.40828 0.575
H 2.00480 1.79001 -2.86979 0.307
H 0.82656 2.40327 -1.70807 0.202
H 1.04860 3.22458 -3.26220 0.524
H 1.25763 0.44610 -4.88550 0.284
H 0.47778 1.93029 -5.42652 0.468
H -0.45181 0.43636 -5.36047 0.342
H -0.93421 -1.52499 -4.21871 0.714
H -3.15190 -0.15963 -2.60355 0.138
H -3.45860 -1.29647 -3.92650 0.493
H -2.65715 0.23808 -4.25478 0.317
H -1.98570 -2.25859 -1.44779 -0.082
H -0.61395 -3.01480 -2.26097 0.271
H -2.24389 -3.22306 -2.91782 0.551
O -3.01855 -1.21708 0.60866 -0.621
C -4.15059 -0.47275 0.21879 -0.850
C -3.80844 0.97824 -0.02680 0.591
C -4.84816 1.89980 -0.03539 -0.960
C -4.58300 3.22906 -0.29845 -0.684
C -3.27311 3.61816 -0.53368 -0.701
C -2.29085 2.65416 -0.50302 -0.530
N -2.54823 1.35844 -0.26444 0.009
H -3.19292 -2.15331 0.47074 0.288
H -4.91454 -0.52213 0.99974 0.567
H -4.58953 -0.87186 -0.70296 0.363
H -5.85937 1.57044 0.16564 0.549
H -5.38343 3.95691 -0.31133 0.429
H -3.02072 4.64517 -0.75422 0.521
H -1.25267 2.90737 -0.67329 0.360
```

## Properties
**Total energy**: -2234.2414 hartree
**Net charge**: +1
**LUMO level**: -2.40 eV
**Spin multiplicity**: 1
**HOMO-LUMO gap**: 6.80 eV